Entry 1:
The following is a quantum chemistry calculation of a cluster of 13 separate species, C52H141N11O14 in total at a distorted geometry, from the Open Molecules 2025 dataset.

Results
ΔE to the lowest compared entry with this formula, charge and spin	190.55	kcal/mol
total charge	0
electronic energy	-3720.9094	hartree

Each line ends with the Mulliken charge.
Positions of all 218 atoms, in Å:
O1 -15.917900 -11.641320 4.606210  -0.22
O2 -12.034050 -19.409480 8.260750  -0.32
O3 -10.937560 -6.263240 8.696720  -0.33
O4 -13.957130 -8.251820 -0.184460  -0.39
O5 -10.710590 -10.006750 3.271620  -0.11
O6 -13.345270 -10.412930 14.256790  -0.57
O7 -10.481710 -15.270110 0.605920  -0.40
O8 -8.290250 -18.246550 5.045060  -0.45
O9 -18.915530 -6.823150 8.647700  -0.43
O10 -13.648150 -17.977160 1.775210  -0.42
O11 -9.749890 -11.621770 11.599310  -0.42
O12 -20.740140 -15.855690 8.692490  -0.32
O13 -16.681620 -14.371580 -0.314640  0.03
O14 -14.410780 -13.453030 5.533380  -0.42
N1 -16.409400 -9.560350 9.583950  -0.42
N2 -18.899650 -12.596380 8.093810  -0.46
N3 -12.059190 -7.581550 2.067560  -0.63
N4 -9.956410 -7.566570 4.454410  -0.10
N5 -11.475490 -8.663890 10.191490  -0.54
N6 -7.525220 -15.625740 -0.034910  -0.79
N7 -16.998660 -17.504310 -0.004320  -0.82
N8 -8.263880 -15.765510 6.516770  -0.68
N9 -11.644980 -8.603500 7.010490  0.40
N10 -17.700750 -13.273420 2.425680  -0.25
N11 -11.159630 -19.973330 10.933300  -0.74
C1 -15.104530 -13.468880 7.850990  -1.14
C2 -9.959700 -5.261640 8.939310  -1.15
C3 -17.708100 -8.812910 9.441940  0.96
C4 -19.042500 -14.018500 8.380750  0.94
C5 -11.822950 -14.826560 0.332140  -0.41
C6 -15.421750 -11.103390 14.808300  -1.43
C7 -17.976390 -14.022840 0.229100  -0.96
C8 -12.825070 -19.348440 7.067780  -0.66
C9 -14.472330 -8.880380 -1.386260  -0.73
C10 -16.681700 -13.989300 -1.680070  -1.00
C11 -13.241140 -8.422450 2.225170  2.07
C12 -9.431690 -16.605190 6.458440  0.63
C13 -14.402000 -11.118870 13.796120  1.07
C14 -9.639410 -9.971280 4.291240  -0.82
C15 -17.218210 -11.996920 4.671450  -0.65
C16 -15.633800 -17.870570 0.099470  0.63
C17 -10.331880 -9.488140 10.301240  1.70
C18 -11.437580 -6.133770 7.351290  -1.44
C19 -11.697540 -17.649150 10.652780  -0.99
C20 -13.267460 -18.016780 3.102960  -0.57
C21 -15.050550 -17.701290 1.575840  -0.81
C22 -17.590350 -13.313710 3.857120  -1.06
C23 -12.318130 -7.321500 6.913060  1.31
C24 -9.492790 -14.305360 0.871770  -0.21
C25 -7.131840 -14.112500 1.850540  -1.52
C26 -11.534390 -11.228700 3.248110  -0.52
C27 -14.350470 -7.492330 2.833510  -1.55
C28 -13.947000 -13.481550 6.855860  0.84
C29 -17.628110 -7.423930 8.793030  -0.65
C30 -12.991800 -12.340520 7.038430  -0.92
C31 -13.002010 -19.431160 9.341530  -0.74
C32 -8.970410 -8.596230 4.013080  0.72
C33 -17.943400 -14.481560 1.690380  0.32
C34 -7.708140 -8.236140 4.753990  -1.55
C35 -9.117340 -8.713550 10.568410  -2.02
C36 -13.941060 -12.447410 13.086070  -0.84
C37 -10.697330 -15.765180 6.817370  -0.79
C38 -19.736630 -7.543810 7.779170  -0.70
C39 -21.917800 -16.424160 8.264700  -0.79
C40 -8.479880 -19.182300 4.016550  -0.58
C41 -13.622330 -7.574480 7.663850  -1.36
C42 -8.190610 -15.021500 1.237160  1.20
C43 -12.280870 -19.085270 10.702680  0.07
C44 -13.727780 -9.142870 0.920550  -0.90
C45 -10.684460 -10.530480 11.303070  -0.72
C46 -18.346950 -9.071230 10.817890  -1.60
C47 -15.673930 -10.400210 5.322950  -0.67
C48 -20.482230 -14.481280 8.248350  -1.05
C49 -9.522230 -12.360000 10.444510  -0.93
C50 -9.467310 -17.332440 5.081440  0.01
C51 -18.561920 -14.172140 9.811430  -1.69
C52 -14.973650 -16.955910 -0.928780  -1.26
H1 -15.583950 -10.622620 6.386220  0.19
H2 -16.997340 -17.265810 -0.985750  0.31
H3 -15.646360 -10.079160 15.105990  0.31
H4 -12.986760 -19.142460 11.531250  0.49
H5 -14.886730 -8.130270 -2.059840  0.29
H6 -13.284620 -9.690570 13.627410  0.38
H7 -16.501820 -9.695060 5.396820  0.63
H8 -15.289130 -9.569430 -1.171450  0.24
H9 -13.030050 -9.936520 0.653360  0.47
H10 -10.344770 -17.977760 5.039680  -0.15
H11 -10.034270 -9.984850 9.377770  -0.07
H12 -14.854990 -13.251120 8.889450  0.50
H13 -13.665250 -20.002350 6.834130  0.38
H14 -18.795880 -15.114330 1.937320  0.41
H15 -12.191230 -7.049170 1.219490  0.34
H16 -13.286300 -12.281180 12.230650  0.04
H17 -18.185770 -9.547050 8.793120  -0.02
H18 -10.768050 -8.086990 4.153580  -0.45
H19 -16.898480 -14.045300 4.274470  0.35
H20 -8.852070 -10.672150 4.013790  0.51
H21 -21.948450 -16.678730 7.205290  0.30
H22 -11.988990 -8.984370 9.382970  0.04
H23 -8.144190 -15.337640 7.423790  0.20
H24 -16.865740 -12.796350 2.117020  0.18
H25 -12.265040 -18.444720 3.114050  0.18
H26 -14.844940 -9.796010 4.954410  -0.04
H27 -13.226600 -11.308620 6.777380  -0.18
H28 -9.962110 -6.657530 4.014280  0.28
H29 -20.744080 -14.262280 7.213180  0.44
H30 -11.464150 -16.503390 7.052150  0.00
H31 -7.831950 -8.028410 5.816830  0.27
H32 -17.006790 -6.878170 9.503110  0.37
H33 -9.830250 -13.639410 1.665950  -0.18
H34 -7.133840 -7.437910 4.283770  0.38
H35 -15.273410 -8.071390 2.802350  0.31
H36 -14.302390 -6.748490 7.455640  0.67
H37 -9.986210 -10.090670 5.317680  0.20
H38 -11.866920 -5.132120 7.329750  0.45
H39 -11.039110 -17.566570 9.788050  -0.07
H40 -15.864050 -12.744020 7.558070  -0.13
H41 -22.058940 -17.283530 8.920190  0.26
H42 -16.317760 -11.529720 14.357190  0.35
H43 -8.924810 -8.139840 9.661830  0.36
H44 -18.385710 -15.239490 9.944900  0.44
H45 -19.242990 -13.854970 10.601150  0.31
H46 -19.199100 -8.015030 6.956300  0.23
H47 -17.089180 -15.157650 1.653970  -0.46
H48 -15.762840 -14.436200 -2.059630  0.28
H49 -17.133670 -16.607130 0.439460  0.10
H50 -13.378380 -14.408440 6.780690  0.07
H51 -13.451650 -13.073510 13.832120  0.32
H52 -20.579720 -7.002940 7.349340  0.33
H53 -14.045320 -7.110840 3.807910  0.29
H54 -12.479890 -16.900150 10.530210  0.35
H55 -7.717610 -19.927920 3.790530  0.31
H56 -7.327500 -14.802540 -0.585680  0.29
H57 -9.184150 -5.082810 8.194560  0.38
H58 -7.002570 -9.065920 4.712470  0.40
H59 -11.494650 -20.901750 11.147560  0.26
H60 -18.026510 -12.360390 8.543300  0.05
H61 -7.279690 -14.117680 2.930450  0.33
H62 -10.667210 -15.178390 7.735460  0.18
H63 -9.433700 -17.469870 7.122080  0.17
H64 -14.924000 -10.543390 13.031640  -0.22
H65 -13.680880 -9.451160 -1.871970  0.30
H66 -10.732180 -19.950080 10.018510  0.34
H67 -9.549610 -5.362660 9.944160  0.38
H68 -14.703010 -9.567940 1.157900  0.36
H69 -16.527500 -12.930080 -1.885890  0.28
H70 -13.991230 -18.982390 9.251310  0.53
H71 -18.621100 -13.527240 4.140090  0.40
H72 -13.233090 -18.347090 7.205400  0.24
H73 -8.856460 -8.490950 2.934180  0.33
H74 -14.660680 -16.039210 -0.428970  -0.06
H75 -13.220210 -20.498860 9.363850  0.36
H76 -17.879430 -8.522910 11.635740  0.39
H77 -17.088680 -7.662790 7.876480  0.32
H78 -9.575370 -16.601170 4.280410  0.18
H79 -15.721910 -18.247280 2.238620  0.35
H80 -11.257440 -17.508410 11.640010  0.38
H81 -18.333880 -14.585790 7.777310  0.12
H82 -8.752860 -12.057830 9.733980  0.29
H83 -12.555480 -12.390710 8.036030  0.48
H84 -17.534950 -13.925600 10.080970  0.49
H85 -19.627540 -12.111640 8.599090  0.27
H86 -8.259320 -9.349460 10.786410  0.42
H87 -10.637050 -6.215620 6.616070  0.56
H88 -12.369680 -11.038040 3.921920  0.17
H89 -17.499430 -11.973390 5.724290  0.40
H90 -18.884360 -14.478430 -0.166010  0.33
H91 -10.966390 -12.144480 3.411930  0.41
H92 -19.428410 -8.939280 10.784350  0.34
H93 -10.389600 -4.273510 9.103250  0.33
H94 -15.615450 -16.781690 -1.792400  0.62
H95 -15.025010 -16.642790 1.834720  0.26
H96 -14.797700 -12.914270 12.599960  0.27
H97 -7.448240 -16.311790 6.279250  0.28
H98 -12.837710 -9.078360 2.996610  -0.93
H99 -14.180850 -8.457690 7.353870  -0.24
H100 -22.811700 -15.827430 8.446210  0.32
H101 -6.126270 -14.520810 1.749430  0.44
H102 -14.478960 -6.573040 2.262130  0.39
H103 -8.304890 -16.085710 -0.482850  0.31
H104 -10.894960 -9.959010 12.207070  0.32
H105 -16.027880 -9.315370 10.486460  0.24
H106 -17.442120 -14.450460 -2.310310  0.36
H107 -12.064180 -9.365070 6.496310  -0.40
H108 -12.058910 -12.454470 6.486320  0.26
H109 -14.044070 -18.464380 3.723150  0.38
H110 -10.732500 -8.405540 6.625390  -0.09
H111 -15.209040 -11.786940 15.630250  0.36
H112 -17.807180 -11.163430 4.288690  0.49
H113 -13.180670 -17.002560 3.492720  0.26
H114 -18.184200 -10.081790 11.192570  0.43
H115 -18.059460 -12.943180 0.104480  0.58
H116 -14.088600 -17.500740 -1.257330  0.39
H117 -12.311940 -14.497550 1.249060  0.19
H118 -11.139150 -7.814740 9.760300  0.35
H119 -14.996650 -12.725810 5.310860  0.35
H120 -21.215850 -13.882610 8.788280  0.38
H121 -20.355280 -8.389360 8.079850  0.24
H122 -10.310930 -12.925930 9.948740  0.36
H123 -9.299290 -8.175530 11.498750  0.36
H124 -7.193720 -13.059820 1.574600  0.33
H125 -9.499190 -13.685830 -0.025020  0.38
H126 -9.434060 -19.690330 4.156410  0.23
H127 -15.527770 -14.464210 7.715730  0.38
H128 -15.690570 -9.221540 8.960590  -0.03
H129 -13.529840 -7.471180 8.744990  0.51
H130 -11.677600 -10.873030 11.012510  0.23
H131 -12.433830 -15.635390 -0.068750  0.02
H132 -12.581630 -7.112410 5.876260  -0.25
H133 -15.536560 -18.940360 -0.085510  0.39
H134 -12.145080 -19.307670 6.216870  0.13
H135 -8.583280 -18.610680 3.094240  0.18
H136 -11.979300 -11.337760 2.259040  -0.10
H137 -10.944610 -15.081040 6.005640  0.30
H138 -8.508130 -15.767530 1.965660  -0.33
H139 -9.059040 -13.158270 11.024440  0.42
H140 -11.349760 -8.227860 1.752770  0.16
H141 -11.847910 -14.009680 -0.389100  0.39

Cartesian forces (eV/Å) of the 3 atoms listed first:
2.881 2.555 -0.635
-1.792 -0.144 0.145
0.810 0.385 -0.988

***

Entry 2:
The following is a quantum chemistry calculation of a structure of composition C19H25N7NaO4S2, from the Open Molecules 2025 dataset.

Results
ΔE to the lowest compared entry with this formula, charge and spin	9.53	kcal/mol
total charge	-1
electronic energy	-2382.1033	hartree

Each line ends with the Mulliken charge.
Positions of all 58 atoms, in Å:
S1 -0.437369 4.576084 4.122801  -0.12
S2 -1.285902 1.672220 3.738322  -0.55
Na1 0.450853 -0.409755 0.315408  0.76
O1 0.426621 -4.062304 -2.420876  -0.73
O2 3.265980 1.940854 -1.612021  -0.51
O3 0.829390 -3.671730 -0.232512  -0.66
O4 2.223968 0.945906 0.096195  -0.53
N1 -1.282949 -1.359956 -1.349142  -0.26
N2 -0.412246 1.747131 -1.833434  -0.16
N3 -0.645992 3.495391 1.813740  -0.98
N4 1.105073 -0.758675 2.632837  -0.41
N5 -1.533719 -0.737640 1.594732  0.34
N6 -0.674262 2.626685 0.779990  0.59
N7 2.084571 -1.372670 -1.290078  0.11
C1 -2.101294 -2.107893 -0.381023  -0.61
C2 0.634372 3.805283 5.345500  -0.80
C3 2.755505 0.869920 -0.977328  0.20
C4 -2.703822 1.394181 -3.365858  -0.48
C5 3.923726 -1.878748 -3.292511  -0.36
C6 1.029201 -3.557720 -1.453292  0.04
C7 -0.738046 3.160827 3.044318  0.39
C8 -1.611216 2.067632 -1.340164  0.99
C9 2.117142 -2.562510 -1.869737  0.62
C10 -1.458498 1.062237 -3.877886  -0.69
C11 -2.781595 1.906636 -2.083881  -0.51
C12 0.325347 -2.008475 2.671079  -0.42
C13 -0.350503 1.260905 -3.065058  -0.05
C14 -1.682181 2.683996 0.004252  -1.07
C15 -1.166308 -1.683937 2.652570  -0.97
C16 3.859333 -0.612000 -2.711927  -0.53
C17 3.036405 -2.850885 -2.885464  -0.78
C18 -2.606191 -1.182390 0.717130  -0.81
C19 2.921075 -0.424814 -1.716894  0.38
H1 -2.957412 -2.610973 -0.850582  0.48
H2 -1.448846 -1.257552 3.622393  0.49
H3 1.595795 3.532865 4.912123  0.26
H4 -3.044663 -0.290276 0.256988  0.29
H5 -1.342104 0.661972 -4.875303  0.39
H6 -3.601336 1.253533 -3.955603  0.39
H7 4.511538 0.194185 -3.013390  0.50
H8 -1.893354 -0.818487 -1.951895  0.12
H9 -1.465347 -2.888455 0.041703  0.31
H10 0.529498 -2.616561 3.563268  0.47
H11 2.062618 -0.933353 2.908953  0.19
H12 3.013351 2.700977 -1.064270  0.37
H13 -3.734599 2.177044 -1.646914  0.36
H14 0.582308 -2.616132 1.798857  0.20
H15 0.641093 1.010254 -3.428029  0.34
H16 -2.576742 3.249515 0.268780  0.32
H17 -3.413170 -1.689827 1.270813  0.41
H18 -1.756452 0.155697 2.028839  -0.28
H19 -1.723930 -2.617316 2.525587  0.33
H20 -0.802692 -2.030391 -1.943501  0.15
H21 0.148871 2.920069 5.751617  0.25
H22 0.706814 -0.079953 3.279955  0.08
H23 4.649286 -2.085012 -4.069667  0.41
H24 0.791442 4.535947 6.138844  0.31
H25 3.011559 -3.831551 -3.339354  0.46

Cartesian forces (eV/Å) of the 3 atoms listed first:
0.066 0.088 -0.058
0.299 0.330 -0.019
-0.189 -0.005 -0.060

***

Entry 3:
The following is a quantum chemistry calculation of a cluster of 3 separate species, C3H10N2O in total, from the Open Molecules 2025 dataset.

Results
ΔE to the lowest compared entry with this formula, charge and spin	126.42	kcal/mol
total charge	0
electronic energy	-304.8732	hartree

Each line ends with the Mulliken charge.
Positions of all 16 atoms, in Å:
O1 -1.286509 0.651338 1.261265  -0.32
N1 1.086215 1.286671 0.019331  -0.29
N2 1.512694 -0.934792 -0.503548  -0.27
C1 -0.482236 -0.355565 0.711580  -0.55
C2 0.722408 0.003252 0.044739  -0.14
C3 -1.406386 -0.098654 -1.149082  -1.17
H1 1.820816 1.621431 -0.578798  0.20
H2 1.356202 -1.890110 -0.226551  0.24
H3 -2.415586 -0.360353 -0.842523  0.38
H4 -1.010119 0.633772 2.199121  0.42
H5 0.377961 -0.518956 2.129417  0.38
H6 -0.993862 -0.809316 -1.864745  0.37
H7 -0.772463 -1.392556 0.735449  0.03
H8 0.395945 1.943811 0.353604  0.21
H9 2.452997 -0.705906 -0.777157  0.20
H10 -1.358077 0.925932 -1.512101  0.29

Cartesian forces (eV/Å) of the 3 atoms listed first:
0.204 -0.113 0.031
-0.121 -0.164 -0.017
-0.113 0.099 0.089